No. 1
27
Properties=species:S:1:pos:R:3 method="wB97M-V/def2-TZVPD" smiles="C=C(C(=O)[O-])[N+](C)(C)CC.N" max_force_ha_per_bohr=0.0892 gap_ha=0.3311 charge=0
C 0.26112 0.46944 1.84550
C 0.29361 0.95954 0.60791
C -0.35752 2.56347 0.41310
O -0.26509 3.11066 -0.65230
O -0.85695 2.96819 1.43914
N 0.81420 0.28233 -0.49703
C 1.92793 1.21533 -0.95564
C -0.23424 0.05606 -1.56120
C 1.55637 -1.09768 -0.34944
C 0.80692 -2.40991 0.01329
H 0.62657 -0.49879 2.29670
H 0.00717 1.25566 2.60936
H 2.35825 1.70294 -0.00770
H 2.79214 0.83688 -1.41622
H 1.63890 2.05623 -1.63042
H 0.40385 -0.14727 -2.44823
H -0.86239 -0.71700 -1.36421
H -0.71320 1.01137 -1.65378
H 1.91843 -1.31555 -1.37044
H 2.33716 -1.00442 0.46318
H 1.44491 -3.24775 -0.10599
H 0.51388 -2.37205 1.09825
H -0.04565 -2.52432 -0.54339
N -3.35916 1.19786 1.17222
H -2.89212 1.87459 0.52056
H -4.03445 1.70370 1.73992
H -2.51669 1.05087 1.70356


No. 2
40
Properties=species:S:1:pos:R:3 method="wB97M-V/def2-TZVPD" smiles="COC(=O)c1cc2n(n1)CCN(Cc1cccc(OC)c1)C2=O" max_force_ha_per_bohr=0.0174 gap_ha=0.3385 charge=0
C -4.89211 4.08181 -3.56854
O -3.76867 3.34873 -3.10615
C -3.16606 3.84056 -2.00796
O -3.53666 4.83301 -1.43734
C -2.02271 2.99963 -1.62581
C -1.55104 1.83718 -2.26669
C -0.47279 1.43650 -1.50144
N -0.36624 2.34094 -0.49514
N -1.27643 3.28024 -0.55632
C 0.66588 2.26846 0.49773
C 0.94202 0.78781 0.74575
N 1.22753 0.11096 -0.50339
C 2.10706 -1.04325 -0.44253
C 1.52073 -2.12684 0.42615
C 0.34937 -2.75520 0.03014
C -0.22023 -3.72345 0.84021
C 0.37106 -4.06822 2.03752
C 1.55152 -3.44429 2.44338
O 2.05780 -3.85414 3.63869
C 3.25684 -3.28125 4.09863
C 2.11837 -2.46701 1.63300
C 0.46695 0.31105 -1.61824
O 0.58304 -0.35496 -2.62857
H -5.25613 3.55723 -4.44812
H -4.60075 5.10315 -3.82274
H -5.66387 4.12069 -2.79671
H -1.94453 1.36873 -3.14307
H 1.56806 2.77084 0.12721
H 0.32538 2.77475 1.40221
H 0.07503 0.32744 1.24125
H 1.80784 0.67408 1.40092
H 3.08362 -0.72436 -0.06457
H 2.21599 -1.39907 -1.47042
H -0.10634 -2.48821 -0.91102
H -1.13072 -4.21496 0.53276
H -0.05645 -4.82149 2.67959
H 4.08317 -3.46362 3.40393
H 3.15118 -2.20387 4.26515
H 3.47158 -3.77009 5.04748
H 3.03172 -1.96951 1.92309


No. 3
96
Properties=species:S:1:pos:R:3 method="wB97M-V/def2-TZVPD" max_force_ha_per_bohr=0.0778 gap_ha=0.2966 charge=+1
C 0.34476 -1.04909 0.64520
C -0.76779 -0.51249 -0.31267
S -1.70697 0.89387 0.44209
C -3.33774 0.27332 1.06081
N -3.97276 -0.75882 0.16794
P -3.85081 -2.44148 0.76064
O -3.64816 -2.56685 2.24053
H 0.61484 -0.30728 1.40140
H 1.19281 -1.36498 0.02716
H -0.04732 -1.93278 1.17566
H -1.48595 -1.33313 -0.48093
H -0.36950 -0.24799 -1.30032
H -3.28637 -0.03261 2.11141
H -3.99184 1.15739 1.02277
H -4.96787 -0.51874 0.07812
H -3.55870 -0.69661 -0.77173
H -5.01490 -3.10278 0.27124
H -2.74835 -3.06948 0.10775
C 0.58499 -0.63914 -5.64914
C 1.91528 0.03972 -5.36745
C 2.11795 -0.26482 -3.89226
O 1.48296 -1.52732 -3.64276
C 0.67881 -1.87867 -4.77684
H 0.42297 -0.87204 -6.70082
H -0.23753 -0.00163 -5.30995
H 2.70472 -0.43102 -5.95863
H 1.91923 1.10733 -5.58411
H 1.63595 0.49011 -3.25997
H 3.17074 -0.32659 -3.61492
H 1.17787 -2.69750 -5.30428
H -0.29685 -2.23042 -4.43559
C -1.11119 1.41344 5.80511
C -1.77844 2.46151 4.93087
C -0.76273 2.62970 3.81309
O -0.10813 1.36448 3.65993
C -0.44498 0.52240 4.77141
H -1.80313 0.87158 6.44870
H -0.35450 1.88415 6.43758
H -2.71792 2.06766 4.52937
H -1.99586 3.39410 5.44982
H -0.00444 3.37502 4.07321
H -1.22153 2.91895 2.86508
H -1.13211 -0.25430 4.41382
H 0.45697 0.03938 5.14892
C 5.57460 0.83605 1.30609
C 4.64911 0.62304 2.48956
C 3.28068 0.77529 1.85000
O 3.40666 0.32731 0.48982
C 4.79989 0.17548 0.17910
H 6.56833 0.41130 1.44307
H 5.68483 1.90611 1.10883
H 4.76988 -0.39242 2.87765
H 4.81559 1.32299 3.30811
H 2.96388 1.82393 1.83115
H 2.51355 0.19009 2.35904
H 5.01919 -0.89622 0.12100
H 5.00613 0.62488 -0.79364
C -6.54253 0.44187 -4.16227
C -5.21485 1.13679 -3.90514
C -4.99968 0.87044 -2.42675
O -5.62919 -0.39730 -2.13934
C -6.44242 -0.78041 -3.26794
H -6.70733 0.18577 -5.20693
H -7.36587 1.08053 -3.83301
H -4.42551 0.65856 -4.49066
H -5.22039 2.19829 -4.14555
H -5.48191 1.63648 -1.80950
H -3.93828 0.82642 -2.16046
H -5.94242 -1.60821 -3.77928
H -7.41392 -1.12637 -2.91576
C 5.47427 6.07668 4.08658
C 6.79334 5.77218 3.39713
C 7.11308 4.38689 3.93186
O 5.85631 3.74137 4.17794
C 4.80603 4.71267 4.09840
H 4.87865 6.83609 3.58090
H 5.65813 6.41292 5.11040
H 6.64633 5.73152 2.31426
H 7.57746 6.49872 3.60645
H 7.65734 4.44223 4.88024
H 7.69792 3.78912 3.23109
H 4.24908 4.53554 3.17074
H 4.12570 4.58286 4.94161
C -2.46641 -5.62602 -1.56256
C -1.80279 -6.85787 -2.14889
C -1.81508 -6.53823 -3.63153
O -1.72554 -5.10957 -3.74872
C -1.93580 -4.52115 -2.46290
H -2.23278 -5.46182 -0.50859
H -3.55352 -5.70237 -1.66624
H -0.77361 -6.93239 -1.78915
H -2.31396 -7.78936 -1.91082
H -2.75181 -6.85778 -4.09911
H -0.98540 -6.99850 -4.16780
H -0.97186 -4.14184 -2.10179
H -2.62957 -3.67808 -2.55393